# 1
18
Properties=species:S:1:pos:R:3 method="wB97M-V/def2-TZVPD" e_above_lowest_kcal_mol=52.41 homo_lumo_gap_ev=10.479 e_tot_ev=-11487.914 charge=0 fmax_ha_per_bohr=0.038
O -1.835 1.074 0.106
C -1.668 -0.088 -0.721
C -0.572 -1.055 -0.215
O -0.681 -1.078 1.174
C 0.781 -0.682 -0.713
C 1.923 -0.618 0.250
C 1.532 0.642 -0.442
O 0.794 1.549 0.339
H -1.010 1.537 0.198
H -1.371 0.268 -1.735
H -2.625 -0.570 -0.785
H -0.790 -2.070 -0.664
H -1.230 -0.259 1.357
H 1.000 -1.106 -1.694
H 2.821 -1.194 -0.046
H 1.633 -0.693 1.341
H 2.241 1.057 -1.131
H 1.139 1.480 1.261

***

# 2
72
Properties=species:S:1:pos:R:3 method="wB97M-V/def2-TZVPD" e_above_lowest_kcal_mol=0.00 homo_lumo_gap_ev=10.172 e_tot_ev=-464075.827 charge=0 fmax_ha_per_bohr=0.046
C -6.161 -2.295 2.819
C -5.717 -0.854 2.460
C -5.262 -0.026 3.669
O -3.869 0.146 3.512
C -3.476 -0.366 2.351
O -2.385 -0.278 1.884
O -4.508 -0.988 1.723
H -6.172 -2.920 1.927
H -7.147 -2.270 3.278
H -5.403 -2.728 3.474
H -6.570 -0.404 1.956
H -5.502 -0.548 4.595
H -5.881 0.869 3.649
C 5.099 0.690 -3.919
C 5.041 0.326 -2.454
C 5.860 1.269 -1.536
O 4.910 1.696 -0.558
C 3.692 1.190 -0.840
O 2.719 1.416 -0.195
O 3.691 0.571 -2.024
H 6.021 0.379 -4.420
H 5.059 1.766 -4.097
H 4.294 0.204 -4.469
H 5.326 -0.693 -2.195
H 6.272 2.103 -2.102
H 6.652 0.722 -1.029
C 2.224 -0.181 3.562
C 3.165 -1.334 3.862
C 4.410 -1.337 2.942
O 5.474 -1.329 3.851
C 5.037 -1.449 5.119
O 5.745 -1.660 6.050
O 3.715 -1.276 5.180
H 2.701 0.794 3.691
H 1.310 -0.270 4.152
H 1.878 -0.177 2.525
H 2.515 -2.207 3.775
H 4.393 -0.418 2.353
H 4.252 -2.165 2.246
Br -2.904 4.651 0.800
C -2.754 2.747 0.449
C -4.025 2.163 -0.135
Br -5.532 2.380 1.113
H -2.476 2.303 1.404
H -1.892 2.611 -0.200
H -3.874 1.142 -0.476
H -4.274 2.757 -1.014
Br 2.227 3.284 -5.720
C 1.059 3.803 -4.183
C 1.275 2.784 -3.088
Br 0.207 3.321 -1.539
H 0.032 3.799 -4.531
H 1.309 4.780 -3.778
H 2.312 2.569 -2.847
H 0.868 1.808 -3.350
Br 0.613 -1.648 0.743
C -0.683 -0.607 -0.317
C -0.200 -0.552 -1.750
Br -1.581 0.321 -2.856
H -0.744 0.355 0.178
H -1.635 -1.126 -0.254
H 0.116 -1.464 -2.244
H 0.669 0.109 -1.761
O -3.396 -3.084 -0.162
H -3.631 -3.925 0.247
H -3.988 -2.439 0.244
O -1.820 -3.864 -2.304
H -2.211 -3.515 -1.473
H -1.994 -4.809 -2.289
O -1.689 -2.502 -5.392
H -0.763 -2.270 -5.512
H -2.025 -1.848 -4.766

***

# 3
65
Properties=species:S:1:pos:R:3 method="wB97M-V/def2-TZVPD" e_above_lowest_kcal_mol=0.00 homo_lumo_gap_ev=9.009 e_tot_ev=-42326.564 charge=+2 fmax_ha_per_bohr=0.005
Cd -0.472 -0.351 -0.023
N -1.067 -2.282 1.299
C -1.613 -3.394 0.506
C -0.879 -3.534 -0.819
N -0.969 -2.314 -1.634
C 0.072 -2.261 -2.668
C 1.452 -1.955 -2.103
N 1.440 -0.702 -1.330
C -2.306 -2.167 -2.237
C -2.751 -0.713 -2.283
N -2.748 -0.161 -0.915
H -0.157 -2.514 1.687
H -1.669 -2.095 2.093
H -2.672 -3.195 0.336
H -1.556 -4.346 1.037
H -1.270 -4.404 -1.360
H 0.172 -3.737 -0.609
H -0.203 -1.469 -3.371
H 0.114 -3.194 -3.244
H 2.162 -1.913 -2.931
H 1.783 -2.756 -1.444
H 1.610 0.106 -1.920
H 2.169 -0.698 -0.627
H -3.029 -2.727 -1.642
H -2.333 -2.605 -3.240
H -3.730 -0.646 -2.761
H -2.055 -0.122 -2.883
H -3.468 -0.622 -0.365
H -2.992 0.824 -0.930
C -1.173 1.929 3.889
C -1.132 3.268 3.534
C -1.053 3.605 2.194
C -1.025 2.596 1.238
N -1.051 1.306 1.587
C -1.119 0.987 2.879
C -0.939 2.908 -0.219
C -1.288 4.159 -0.716
C -1.170 4.410 -2.074
C -0.710 3.405 -2.907
C -0.408 2.181 -2.335
N -0.518 1.929 -1.032
H -1.240 1.619 4.922
H -1.157 4.041 4.290
H -0.998 4.644 1.903
H -1.112 -0.071 3.109
H -1.669 4.927 -0.059
H -1.441 5.378 -2.474
H -0.599 3.559 -3.971
H -0.061 1.358 -2.952
C 2.787 -1.037 3.894
N 2.894 0.146 3.042
C 3.823 1.108 3.279
C 3.934 2.185 2.478
C 3.026 2.268 1.384
N 2.108 1.336 1.150
C 2.047 0.252 1.953
O 1.241 -0.681 1.749
N 3.073 3.311 0.544
H 3.519 -0.959 4.692
H 2.978 -1.936 3.312
H 1.789 -1.102 4.320
H 4.458 0.954 4.140
H 4.677 2.944 2.669
H 3.723 4.064 0.680
H 2.401 3.361 -0.203

***

# 4
21
Properties=species:S:1:pos:R:3 method="wB97M-V/def2-TZVPD" e_above_lowest_kcal_mol=26.00 homo_lumo_gap_ev=9.675 e_tot_ev=-19304.417 charge=0 fmax_ha_per_bohr=0.033
C 2.192 0.273 2.407
C 1.040 0.281 1.354
C 1.631 -0.234 -0.001
C 0.758 0.262 -1.184
S 0.527 -0.762 -2.656
H 2.819 -0.571 2.177
H 2.746 1.204 2.191
H 2.022 0.279 3.487
H 0.775 1.307 1.109
H 0.139 -0.257 1.632
H 1.674 -1.322 -0.024
H 2.641 0.202 -0.047
H 1.346 1.110 -1.442
H -0.300 0.396 -0.973
H 1.096 -1.950 -2.235
O -3.436 -0.980 1.637
H -2.931 -0.485 2.288
H -2.763 -1.336 1.045
O -2.319 1.762 0.582
H -3.236 2.032 0.694
H -2.081 1.522 -0.317